*P*
The following is a DFT calculation (wB97M-V/def2-TZVPD) of a 2-piece molecular cluster, C2H7N4 overall.

## Properties
- Gap between HOMO and LUMO: 8.776 eV
- Total charge: +1

Last column: Löwdin charge in e.
Atoms and positions in Å:
C -0.22 2.51 0.45  -0.34
C -0.04 -3.04 0.27  0.13
N 0.31 3.53 0.14  0.24
N -0.53 1.35 0.28  0.06
N 0.65 -2.06 -0.15  -0.04
N 0.41 -0.72 -0.25  0.07
H 0.45 -4.02 0.47  0.13
H -1.20 -2.97 0.35  0.16
H 0.69 4.36 0.46  0.07
H -1.10 0.93 1.04  0.11
H 1.64 -2.06 -0.31  0.18
H -0.55 -0.41 -0.37  0.09
H 1.07 0.04 -0.47  0.14


*Q*
The following is a DFT calculation (wB97M-V/def2-TZVPD) of a 2-piece molecular cluster, C2H7N4 overall.

## Properties
- Gap between HOMO and LUMO: 10.539 eV
- Total charge: +1

Last column: Löwdin charge in e.
Atoms and positions in Å:
C -2.56 -0.22 -0.12  -0.03
C 1.16 -0.56 -0.29  -0.18
N 0.21 1.69 -0.33  0.05
N -3.69 -0.21 0.18  0.10
N 1.96 -1.40 0.22  0.20
N 1.12 0.68 0.09  -0.01
H -0.13 2.36 0.37  0.11
H 0.44 -0.96 -0.99  0.16
H -4.65 -0.27 0.32  0.07
H -0.64 1.09 -0.75  0.08
H 2.24 -2.25 -0.17  0.13
H 2.71 -0.94 0.69  0.13
H 1.82 0.99 0.78  0.19


Which of them is the least stable? Correct choice: *P*.


*P*
The following is a DFT calculation (wB97M-V/def2-TZVPD) of a 2-piece molecular cluster, C3H7INO overall.

## Properties
- Gap between HOMO and LUMO: 8.733 eV
- Total charge: +1

Last column: Löwdin charge in e.
Atoms and positions in Å:
C -0.92 -1.74 1.49  0.06
C 0.27 1.35 -1.18  -0.01
C 0.49 -0.75 -0.04  -0.63
N -0.18 0.52 -0.04  -0.17
O -1.87 -1.04 1.46  0.09
I 2.45 -0.56 0.84  0.87
H -0.48 -2.65 1.89  0.12
H -0.14 0.81 -1.96  0.08
H -0.31 2.31 -1.11  0.13
H 1.38 1.56 -0.98  0.10
H 0.48 -1.23 -0.99  0.04
H -1.18 0.49 -0.28  0.17
H 0.00 0.93 0.89  0.15


*Q*
The following is a DFT calculation (wB97M-V/def2-TZVPD) of an isolated ion of composition C3H7INO and charge +1.

## Properties
- Gap between HOMO and LUMO: 8.848 eV
- Total charge: +1

Last column: Löwdin charge in e.
Atoms and positions in Å:
I 4.46 0.08 0.06  1.00
O 2.77 -0.78 -0.17  -0.88
C 1.56 -0.20 -0.92  -0.14
N 0.68 0.19 0.19  -0.05
C -0.71 0.73 0.12  0.04
C -0.38 -0.54 0.95  0.05
H 1.26 -1.08 -1.47  0.14
H 1.80 0.58 -1.73  0.16
H 1.13 0.70 0.93  0.17
H -1.11 0.60 -0.85  0.12
H -1.05 1.59 0.61  0.11
H -0.14 -0.42 1.98  0.13
H -0.87 -1.44 0.59  0.14


*R*
The following is a DFT calculation (wB97M-V/def2-TZVPD) of an isolated ion of composition C3H7INO and charge +1.

## Properties
- Gap between HOMO and LUMO: 10.053 eV
- Total charge: +1

Last column: Löwdin charge in e.
Atoms and positions in Å:
C 1.47 -0.86 0.73  0.00
N 0.68 0.18 0.11  0.00
C -0.74 -0.12 -0.13  -0.16
C -1.39 1.03 -0.93  -0.92
O -0.86 2.10 -1.02  0.01
I -3.38 0.87 -1.41  1.06
H 1.11 -1.95 0.60  0.15
H 2.54 -0.92 0.58  0.11
H 1.30 -0.78 1.82  0.11
H 0.63 1.13 0.43  0.17
H 0.99 0.57 -0.79  0.19
H -0.95 -1.05 -0.70  0.15
H -1.41 -0.18 0.72  0.13


*S*
The following is a DFT calculation (wB97M-V/def2-TZVPD) of an isolated ion of composition C3H7INO and charge +1.

## Properties
- Gap between HOMO and LUMO: 9.335 eV
- Total charge: +1

Last column: Löwdin charge in e.
Atoms and positions in Å:
I 3.05 -0.06 0.08  0.81
C 1.08 0.55 -1.10  -0.48
N 0.33 -0.72 -0.75  0.02
C -0.30 -0.34 0.55  -0.11
C -0.05 1.14 0.72  -0.18
O 0.47 1.56 -0.50  -0.06
H 1.16 0.73 -2.13  0.12
H 0.85 -1.58 -0.79  0.13
H -0.40 -0.97 -1.47  0.21
H 0.02 -1.04 1.32  0.15
H -1.42 -0.31 0.43  0.16
H -0.87 1.61 1.10  0.12
H 0.81 1.32 1.43  0.12


Which of them is the least stable? Correct choice: *P*.


*P*
The following is a DFT calculation (wB97M-V/def2-TZVPD) of C14H34ClN2O12P4ReS as an isolated structure.

## Properties
- <S²>: 0.76
- Gap between HOMO and LUMO (alpha / beta): 8.958 / 7.143 eV
- 2S+1: 2
- Total charge: +1

Last column: Mulliken spin population.
Atoms and positions in Å:
Re -0.12 -0.15 0.44  0.86
C -2.35 -0.77 -4.37  0.00
C -1.96 -0.10 -3.06  0.00
O -2.48 1.21 -3.08  0.00
P -0.18 -0.02 -2.82  0.01
O 0.46 0.79 -4.00  0.00
O 0.40 -1.48 -2.93  0.00
O 0.04 0.68 -1.49  0.02
P -2.56 -1.07 -1.56  0.01
O -2.91 -2.54 -2.08  0.00
O -3.67 -0.37 -0.89  0.01
O -1.28 -1.39 -0.71  0.05
H -2.01 -0.15 -5.20  0.00
H -3.44 -0.83 -4.43  0.00
H -1.93 -1.77 -4.46  0.00
H -2.26 1.68 -2.26  0.00
H 1.43 0.78 -3.93  0.00
H 0.58 -1.85 -2.05  0.00
H -3.85 -2.63 -2.31  0.00
C -2.62 -2.67 1.39  0.00
P -1.47 -1.45 2.07  -0.01
C -2.53 -0.44 3.14  0.00
C -0.50 -2.37 3.30  0.00
C 0.48 -1.33 3.84  0.02
P 1.36 -0.69 2.37  -0.05
C 2.40 0.62 3.04  0.00
C 2.50 -2.07 2.07  0.00
H -3.07 -3.20 2.23  0.00
H -2.10 -3.38 0.75  0.00
H -3.39 -2.16 0.82  0.00
H -2.80 -1.03 4.02  0.00
H -3.43 -0.16 2.60  0.00
H -2.03 0.48 3.44  0.00
H 0.03 -3.20 2.82  0.00
H -1.16 -2.78 4.06  0.00
H 1.21 -1.74 4.53  0.00
H -0.05 -0.52 4.35  0.00
H 2.95 0.22 3.90  0.00
H 1.80 1.46 3.35  0.00
H 3.11 0.94 2.28  0.00
H 2.82 -2.47 3.03  0.00
H 3.37 -1.71 1.53  0.00
H 2.02 -2.86 1.49  0.00
C 3.49 3.25 -0.82  0.00
N 2.02 3.20 -0.71  0.01
C 1.22 3.97 -1.67  0.00
C 1.44 2.36 0.06  0.03
N 0.91 1.62 0.79  0.00
H 3.82 4.28 -0.68  0.00
H 3.78 2.89 -1.80  0.00
H 3.92 2.60 -0.06  0.00
H 1.44 5.03 -1.54  0.00
H 0.16 3.78 -1.49  0.00
H 1.48 3.66 -2.68  0.00
Cl -3.55 2.81 2.58  0.00
C -3.57 2.49 0.83  0.00
C -2.24 2.01 0.30  0.01
O -1.74 2.57 -0.66  0.02
O -1.75 0.98 0.93  0.00
H -3.84 3.41 0.33  0.00
H -4.31 1.71 0.62  0.00
C 3.81 -1.98 -1.43  0.00
S 2.88 -0.55 -0.98  -0.01
O 3.55 0.13 0.10  0.00
O 2.70 0.24 -2.18  0.00
O 1.58 -1.18 -0.48  0.02
H 4.78 -1.63 -1.79  0.00
H 3.29 -2.50 -2.22  0.00
H 3.93 -2.62 -0.56  0.00


*Q*
The following is a DFT calculation (wB97M-V/def2-TZVPD) of C14H34ClN2O12P4ReS as an isolated structure.

## Properties
- <S²>: 0.76
- Gap between HOMO and LUMO (alpha / beta): 6.569 / 6.936 eV
- 2S+1: 2
- Total charge: +1

Last column: Mulliken spin population.
Atoms and positions in Å:
Re 0.46 0.46 0.37  0.74
C -1.82 -4.52 1.15  0.00
C -2.18 -3.18 0.54  0.00
O -3.53 -3.18 0.19  0.00
P -1.68 -1.79 1.63  0.01
O -1.66 -2.30 3.10  0.00
O -2.87 -0.78 1.38  0.00
O -0.34 -1.43 1.08  0.04
P -1.21 -2.83 -1.00  0.00
O -1.90 -3.73 -2.13  0.00
O -1.90 -1.42 -1.38  0.00
O 0.26 -2.87 -1.13  0.00
H -2.41 -4.66 2.06  0.00
H -0.76 -4.54 1.41  0.00
H -2.05 -5.33 0.46  0.00
H -3.80 -2.28 -0.04  0.00
H -0.80 -2.04 3.54  0.00
H -2.69 0.07 1.80  0.00
H -1.50 -4.59 -2.23  0.00
C 2.69 -2.33 0.64  0.00
P 2.30 -0.89 -0.39  0.01
C 2.53 -1.37 -2.14  0.01
C 3.71 0.28 -0.13  -0.01
C 3.42 1.58 -0.88  0.00
P 1.86 2.31 -0.23  0.00
C 2.35 3.33 1.19  0.00
C 1.31 3.50 -1.51  0.01
H 3.76 -2.55 0.58  0.00
H 2.10 -3.17 0.27  0.00
H 2.41 -2.11 1.66  0.00
H 3.60 -1.47 -2.35  0.00
H 2.09 -0.61 -2.78  0.00
H 2.03 -2.31 -2.31  0.00
H 4.64 -0.18 -0.49  0.00
H 3.80 0.46 0.94  0.00
H 3.29 1.38 -1.94  0.00
H 4.24 2.30 -0.76  0.00
H 3.10 4.04 0.87  0.00
H 2.73 2.69 1.98  0.00
H 1.47 3.85 1.56  0.00
H 2.16 3.80 -2.12  0.00
H 0.87 4.37 -1.03  0.00
H 0.56 3.02 -2.13  0.00
C -1.44 1.31 -3.67  0.00
N -1.75 0.00 -3.17  0.08
C -2.59 -0.86 -3.96  -0.01
C -1.29 -0.31 -1.95  0.05
N -0.42 0.37 -1.33  -0.01
H -2.18 1.59 -4.41  0.00
H -0.44 1.33 -4.12  0.00
H -1.47 2.01 -2.83  0.00
H -3.63 -0.51 -3.97  0.00
H -2.57 -1.87 -3.54  0.00
H -2.21 -0.89 -4.98  0.00
Cl -1.18 5.03 1.67  0.00
C -2.38 3.78 1.35  0.00
C -1.70 2.66 0.53  0.01
O -2.17 2.30 -0.53  0.00
O -0.64 2.23 1.07  0.03
H -3.21 4.21 0.79  0.00
H -2.72 3.38 2.31  0.00
C 0.53 1.25 4.63  0.00
S 0.32 0.10 3.27  0.02
O 0.53 -1.24 3.80  0.00
O -1.04 0.31 2.79  0.00
O 1.35 0.47 2.28  0.01
H -0.24 1.00 5.36  0.00
H 0.38 2.25 4.26  0.00
H 1.51 1.13 5.06  0.00


Which of them is the least stable? Correct choice: *Q*.


*P*
The following is a DFT calculation (wB97M-V/def2-TZVPD) of an isolated ion of composition C5H14N2O and charge +1.

## Properties
- <S²>: 0.76
- Gap between HOMO and LUMO (alpha / beta): 10.453 / 5.290 eV
- 2S+1: 2
- Total charge: +1

Last column: Mulliken spin population.
Atoms and positions in Å:
C 0.80 0.36 1.01  0.04
N 1.01 1.45 0.12  0.05
C 2.15 1.18 -0.83  0.00
C -0.53 -0.42 0.89  0.01
C -0.46 -1.85 1.53  0.01
N -0.86 -0.73 -0.54  0.75
C -1.27 0.34 -1.39  -0.03
O -2.72 0.33 -1.33  0.14
H 0.84 0.67 2.06  0.00
H 1.63 -0.38 0.96  0.00
H 1.13 2.34 0.58  0.00
H 1.79 0.42 -1.52  0.01
H 2.99 0.82 -0.25  0.00
H 2.41 2.10 -1.34  0.00
H -1.36 0.09 1.41  0.04
H -1.43 -2.18 1.91  0.00
H -0.13 -2.57 0.77  0.00
H 0.22 -1.71 2.37  0.00
H -1.39 -1.58 -0.72  -0.03
H -1.02 0.27 -2.44  0.01
H -0.83 1.31 -1.18  0.01
H -2.95 -0.25 -2.06  -0.01


*Q*
The following is a DFT calculation (wB97M-V/def2-TZVPD) of a 2-piece molecular cluster, C5H14N2O overall.

## Properties
- <S²>: 0.77
- Gap between HOMO and LUMO (alpha / beta): 9.271 / 6.072 eV
- 2S+1: 2
- Total charge: +1

Last column: Mulliken spin population.
Atoms and positions in Å:
C 0.14 -1.60 -0.82  -0.01
C -0.97 -0.47 -0.83  0.01
C -0.51 0.89 -0.57  0.06
C 0.35 1.65 -1.36  0.53
C -1.89 0.94 1.54  0.00
N -0.72 1.41 0.73  0.34
N 1.12 -1.67 -1.90  0.00
H 0.66 -1.57 0.21  0.00
H -0.37 -2.51 -0.90  0.00
H -1.56 -0.41 -1.85  0.01
H -1.75 -0.90 -0.21  0.00
H 0.78 1.22 -2.26  0.04
H 0.44 2.70 -1.30  0.01
H -1.62 1.12 2.66  0.01
H -2.33 -0.18 1.43  0.00
H -2.61 1.67 1.33  0.02
H -0.47 2.35 0.84  -0.02
H 0.68 -1.75 -2.76  0.00
H 1.82 -0.82 -1.92  0.00
H 2.18 -1.17 1.79  0.00
H 1.44 -0.25 2.61  0.00
O 2.15 -0.77 2.60  0.00


Which of them is the least stable? Correct choice: *Q*.


*P*
The following is a DFT calculation (wB97M-V/def2-TZVPD) of C3H4Br2S as an isolated structure.

## Properties
- Gap between HOMO and LUMO (alpha / beta): 8.665 / 6.047 eV

Last column: Löwdin charge in e.
Atoms and positions in Å:
C -0.01 -0.59 0.08  -0.33
C 0.31 0.75 1.01  -0.58
C -0.39 -0.58 -1.41  -1.22
S 0.74 0.74 2.80  0.58
Br -2.21 -0.37 -1.84  0.67
Br 0.88 -0.17 -2.66  0.74
H 0.87 -1.07 0.04  0.04
H -0.67 -1.04 0.71  0.05
H 1.11 1.07 0.48  -0.01
H -0.63 1.27 0.80  0.06


*Q*
The following is a DFT calculation (wB97M-V/def2-TZVPD) of one molecule with the formula C3H4Br2S.

## Properties
- Gap between HOMO and LUMO: 10.207 eV

Last column: Löwdin charge in e.
Atoms and positions in Å:
C -1.00 -1.01 1.08  -0.02
C 0.11 -0.57 0.41  -0.90
Br 1.74 -1.53 0.36  0.70
C 0.08 0.83 -0.24  -1.16
S 0.07 0.86 -2.10  0.65
Br 1.48 1.83 0.54  0.66
H -1.04 -2.04 1.37  0.06
H -1.87 -0.37 0.89  0.06
H -0.95 1.32 0.10  0.09
H 1.37 0.68 -2.41  -0.14


Which of them is the least stable? Correct choice: *P*.